Record 1
Entry from OMol25: the molecule C5H3NOS (wB97M-V/def2-TZVPD).

Atoms and positions in Å:
S 2.580 -0.076 -0.119
O -2.501 -0.331 -0.208
N -0.603 -1.847 -0.046
C -0.320 1.868 0.084
C -1.280 -0.473 0.076
C -0.259 0.572 0.316
C 1.010 -0.333 0.133
C 0.642 -1.727 0.074
H 1.512 -2.470 0.265
H -1.366 2.413 -0.310
H 0.583 2.402 -0.265

Results
Relative energy (zero: lowest compared OMol25 entry of this formula, charge and spin) (kJ/mol): 245.3
M (g mol⁻¹): 125.152
HOMO level (hartree): -0.3461
SMILES string: C=C1C(=O)N=CC1=S

Results of the Löwdin charge analysis, in e, for atoms 1 through 2:
1 S 0.795
2 O 0.072

=====

Record 2
Entry from OMol25: the molecule CH3F2OP (wB97M-V/def2-TZVPD).

Atoms and positions in Å:
P -1.568 0.092 0.137
F 1.223 1.245 -0.119
F 2.112 -0.719 -0.063
O -0.052 -0.576 -0.206
C 1.044 -0.020 0.333
H 1.044 0.027 1.437
H -2.177 -0.973 -0.525
H -1.626 0.925 -0.994

Results
Relative energy (zero: lowest compared OMol25 entry of this formula, charge and spin) (kJ/mol): 216.9
M (g mol⁻¹): 100.004
HOMO level (hartree): -0.3774
SMILES string: FC(F)OP

Results of the Löwdin charge analysis, in e, for atoms 1 through 2:
1 P 0.873
2 F 0.057

=====

Record 3
Entry from OMol25: the molecule C9H17NO3 (wB97M-V/def2-TZVPD).

Atoms and positions in Å:
O -2.685 -2.165 1.744
O -1.684 -0.204 1.220
O 1.045 0.145 -1.015
N -2.126 2.489 0.208
C 0.041 -0.639 -0.411
C -1.229 0.197 -0.119
C 2.354 -0.376 -0.862
C 2.889 -0.311 0.570
C 4.417 -0.392 0.588
C -0.915 1.682 -0.050
C -2.635 -1.176 1.060
C -2.420 -0.168 -1.055
C -3.477 -0.760 -0.114
H 4.752 -1.343 0.164
H -2.097 -0.915 -1.783
H -1.923 3.181 0.916
H 4.854 0.429 0.017
H -0.212 -1.481 -1.069
H 4.786 -0.345 1.615
H 0.375 -1.056 0.543
H -0.466 2.002 -0.990
H 2.990 0.237 -1.509
H -4.072 -1.558 -0.554
H -4.177 0.021 0.196
H -0.175 1.819 0.745
H 2.541 0.622 1.023
H 2.407 -1.406 -1.247
H 2.488 -1.139 1.163
H -2.793 0.703 -1.595
H -2.853 1.906 0.602

Results
Relative energy (zero: lowest compared OMol25 entry of this formula, charge and spin) (kJ/mol): 181.2
M (g mol⁻¹): 187.239
HOMO level (hartree): -0.3498
SMILES string: CCCOC[C@@]1(CN)CCC(=O)O1

Results of the Löwdin charge analysis, in e, for atoms 1 through 2:
1 O 0.137
2 O 0.033

=====

Record 4
Entry from OMol25: a structure of composition C32H43BeO3S2Si (wB97M-V/def2-TZVPD).

Atoms and positions in Å:
S -1.407 -0.900 -1.492
S -0.375 2.746 -1.836
Si -1.031 -0.946 0.526
O -2.326 -1.084 1.536
O -0.412 0.610 0.735
O 0.088 -2.060 0.911
C 6.594 -0.869 -0.348
C 4.657 0.171 0.622
C 2.903 0.412 -5.562
C 1.575 -0.531 -3.787
C 0.634 2.544 1.683
C -3.411 -3.085 0.666
C 2.951 1.382 -3.359
C -4.439 2.853 -1.675
C 2.059 0.418 -2.884
C -1.869 2.341 1.553
C 1.998 -2.131 2.338
C 0.908 -4.196 1.449
C -0.559 1.606 1.786
C 5.822 -1.233 -1.444
C -4.124 -1.955 2.783
C 0.669 -2.788 1.984
C -3.131 2.396 -1.660
C -3.664 5.073 -2.107
C 2.435 0.205 -0.467
C 6.000 -0.165 0.691
C -3.584 -1.746 1.375
C -4.720 4.195 -1.900
C 4.479 -0.893 -1.509
C 3.869 -0.168 -0.481
C 2.002 -0.541 -5.108
C -0.249 -2.841 3.200
C -2.355 4.619 -2.090
C -4.509 -0.829 0.580
C -0.555 0.920 3.146
C -2.057 3.270 -1.867
C 1.588 0.432 -1.482
C 3.369 1.379 -4.680
Be -0.139 0.787 -1.211
H 3.314 2.137 -2.672
H 2.484 -2.670 3.155
H -5.119 -2.403 2.750
H 0.592 3.269 2.499
H -4.386 -3.550 0.510
H 0.374 0.366 3.291
H 1.401 -4.818 2.199
H -0.466 -1.843 3.577
H 1.620 -1.294 -5.788
H 1.844 -1.098 2.650
H -5.248 2.151 -1.510
H 1.564 1.981 1.763
H -4.190 -0.997 3.301
H 0.232 -3.417 3.993
H 6.584 0.121 1.558
H -1.195 -3.320 2.949
H -4.078 -0.617 -0.398
H 3.892 -1.197 -2.364
H -2.938 -2.951 -0.307
H 0.633 3.069 0.729
H -3.862 6.124 -2.283
H 4.196 0.715 1.440
H 1.536 -4.148 0.559
H -5.743 4.551 -1.909
H -1.398 0.239 3.253
H -1.535 5.310 -2.249
H -0.619 1.681 3.925
H 4.062 2.138 -5.025
H 0.861 -1.266 -3.436
H 2.662 -2.126 1.474
H -3.464 -2.610 3.353
H 7.643 -1.135 -0.302
H -2.060 3.035 2.375
H -5.487 -1.297 0.446
H -2.798 -3.764 1.261
H -0.041 -4.659 1.176
H 2.042 0.289 0.543
H 6.267 -1.795 -2.256
H -2.923 1.348 -1.485
H -2.693 1.628 1.501
H 3.229 0.410 -6.596
H -1.829 2.900 0.622
H -4.644 0.114 1.112

Results
Relative energy (zero: lowest compared OMol25 entry of this formula, charge and spin) (kJ/mol): 0.0
M (g mol⁻¹): 576.925
HOMO level (hartree): -0.1644
Net charge: -1

Results of the Löwdin charge analysis, in e, for atoms 1 through 2:
1 S 0.525
2 S 0.750

=====

Record 5
Entry from OMol25: a structure of composition C22H25GeIN3Se3TeV (wB97M-V/def2-TZVPD).

Atoms and positions in Å:
I -1.627 2.297 -3.056
Te -2.743 2.766 2.953
Se -4.603 0.199 0.960
Se -3.316 0.335 2.901
Se -1.616 2.854 0.680
Ge 0.512 1.965 1.346
V -2.998 0.997 -0.883
N -4.407 0.358 -2.287
N -5.806 0.932 -6.407
N -8.022 -1.837 -3.692
C -1.359 -0.360 -1.210
C 1.982 0.053 -3.858
C 0.726 -2.330 -1.305
C 3.716 1.135 1.079
C 0.492 -0.015 3.486
C -0.108 0.851 -3.012
C 0.805 -1.197 -2.147
C -0.244 -0.232 -2.103
C 0.312 -1.456 3.950
C -6.093 -0.193 -4.113
C -0.355 -2.489 -0.486
C -1.374 -1.514 -0.448
C 0.443 -1.608 5.460
C 1.905 -1.022 -3.024
C 0.327 0.126 1.976
C 0.946 1.013 -3.862
C 4.790 0.056 1.059
C 2.851 1.117 -0.176
C 1.743 2.170 -0.172
C -7.156 -1.097 -3.877
C -5.186 0.104 -3.107
C -5.938 0.427 -5.377
H -0.245 0.619 3.992
H 1.165 2.107 -1.094
H 2.688 -1.772 -3.023
H 0.901 2.893 2.516
H 2.409 0.123 -0.295
H 1.047 -2.090 3.443
H -0.428 -3.364 0.150
H -0.662 -0.220 1.681
H 0.992 1.860 -4.533
H -0.673 -1.804 3.623
H 2.163 3.179 -0.124
H -2.204 -1.680 0.233
H 5.452 0.181 0.199
H 1.477 0.349 3.808
H -0.305 -1.003 5.976
H 4.338 -0.936 0.984
H 0.308 -2.644 5.774
H 3.085 0.995 1.966
H 4.177 2.123 1.189
H 5.404 0.077 1.961
H 1.049 -0.496 1.438
H 1.524 -3.064 -1.336
H 1.427 -1.280 5.802
H 3.490 1.264 -1.053
H 2.823 0.176 -4.528

Results
Expectation value of S²: 3.770
Relative energy (zero: lowest compared OMol25 entry of this formula, charge and spin) (kJ/mol): 0.0
M (g mol⁻¹): 946.401
HOMO level (alpha / beta) (hartree): -0.1772 / -0.1931
Net charge: -1
Spin multiplicity: 4

Results of the Löwdin charge analysis, in e, for atoms 1 through 2:
1 I 1.083
2 Te 0.347

=====

Record 6
Entry from OMol25: a structure of composition C15H7LaN3O5 (wB97M-V/def2-TZVPD).

Atoms and positions in Å:
La -0.717 0.125 0.962
O -0.262 -2.758 -1.146
O 2.688 -0.332 -0.308
O -0.454 0.654 -2.754
O -3.474 -0.868 -1.508
O 0.476 4.705 -1.919
N 0.311 -0.753 4.835
N 0.283 -1.046 2.637
N -0.317 1.919 11.114
C -0.137 0.876 8.706
C -0.441 -1.894 -0.397
C 1.645 -0.044 0.088
C -0.332 0.590 -1.596
C 0.957 -2.143 3.204
C -0.252 1.448 10.042
C 0.147 -0.187 6.133
C 0.732 -0.201 8.483
C 0.846 -0.750 7.205
C 0.283 4.003 -1.030
C 1.020 -1.942 4.554
C -0.088 -0.237 3.663
C -2.732 -0.546 -0.682
C -0.751 0.872 6.350
C -0.884 1.406 7.640
H 1.320 -0.608 9.310
H 1.381 -2.945 2.640
H 1.537 -1.569 7.044
H -0.650 0.710 3.561
H -1.340 1.293 5.534
H 1.444 -2.552 5.324
H -1.540 2.258 7.847

Results
M (g mol⁻¹): 448.143
HOMO level (alpha / beta) (hartree): -0.6269 / -0.6269
Net charge: +3

Results of the Löwdin charge analysis, in e, for atoms 1 through 2:
1 La 1.900
2 O 0.260

=====

Record 7
Entry from OMol25: the ion C5H12NS2 with charge +1 (wB97M-V/def2-TZVPD).

Atoms and positions in Å:
S -2.717 -0.796 -0.003
S -0.227 -1.669 1.242
N 0.575 -0.767 -1.305
C 1.433 -0.960 1.043
C -1.216 -0.381 0.573
C -0.912 1.077 0.793
C -1.033 1.803 -0.561
C 1.686 -0.492 -0.397
H -2.294 -2.142 0.300
H 1.942 0.573 -0.502
H 0.627 -1.752 -1.519
H 2.014 -1.909 1.416
H 0.177 1.227 1.283
H -0.118 1.761 -1.153
H -1.891 1.452 -1.150
H 1.475 -0.180 1.861
H 2.528 -0.975 -0.855
H -1.160 2.891 -0.475
H 0.741 -0.268 -2.100
H -1.629 1.506 1.508

Results
Relative energy (zero: lowest compared OMol25 entry of this formula, charge and spin) (kJ/mol): 229.5
M (g mol⁻¹): 150.292
HOMO level (hartree): -0.5089
Net charge: +1

Results of the Löwdin charge analysis, in e, for atoms 1 through 2:
1 S 0.974
2 S 0.966

=====

Record 8
Entry from OMol25: a cluster of 2 separate species, C4H12 in total (wB97M-V/def2-TZVPD).

Atoms and positions in Å:
C 1.664 1.360 1.360
C -2.417 -0.844 -1.162
C 2.247 0.255 2.207
C -1.523 -0.770 -2.440
H 0.585 1.518 1.397
H -1.493 -1.726 -2.965
H 3.341 0.248 2.263
H -2.390 -1.872 -0.812
H -0.519 -0.478 -2.148
H 1.897 1.159 0.311
H -1.999 -0.052 -3.115
H 2.170 2.312 1.528
H -3.490 -0.692 -1.319
H -2.000 -0.173 -0.428
H 2.049 0.510 3.262
H 1.878 -0.756 2.059

Results
Expectation value of S²: 0.750
Relative energy (zero: lowest compared OMol25 entry of this formula, charge and spin) (kJ/mol): 30.5
M (g mol⁻¹): 60.140
HOMO level (alpha / beta) (hartree): 0.0562 / -0.2818
Net charge: -1
Spin multiplicity: 2

Results of the Löwdin charge analysis, in e, for atoms 1 through 2:
1 C -0.377
2 C -0.311

=====

Record 9
Entry from OMol25: a structure of composition C13H29NOP2Zn (wB97M-V/def2-TZVPD).

Atoms and positions in Å:
Zn 0.146 -0.527 -1.061
P -0.206 1.796 -1.215
P -0.186 -2.923 -1.197
O 2.718 -0.769 0.602
N 0.270 0.841 1.590
C 2.713 1.644 1.912
C 1.307 1.417 2.254
C -0.864 0.877 2.354
C -2.258 0.388 2.138
C 1.718 -0.637 0.063
C -0.501 2.191 -2.965
C -0.317 -3.296 -2.982
C 1.297 2.757 -0.838
C 0.833 1.835 3.547
C -1.621 -3.787 -0.475
C 1.247 -3.900 -0.649
C -0.525 1.490 3.606
C -1.515 2.715 -0.339
H 2.921 2.684 2.226
H -0.394 -4.380 -3.132
H 0.728 -0.541 -2.570
H -1.572 -3.735 0.621
H -1.071 -1.195 0.352
H 3.138 1.483 0.913
H 3.312 1.043 2.608
H -0.550 3.281 -3.091
H 1.341 -3.820 0.442
H -2.475 -0.359 2.915
H 1.517 2.723 0.230
H -2.957 1.212 2.336
H -1.450 1.721 -3.259
H 1.107 -4.950 -0.936
H 0.569 -2.906 -3.496
H -1.504 3.763 -0.666
H -1.117 -0.421 0.337
H 2.158 -3.504 -1.117
H 1.151 3.810 -1.104
H 2.155 2.331 -1.376
H -2.550 -3.311 -0.821
H 0.320 1.764 -3.555
H -2.487 2.261 -0.573
H 1.533 2.331 4.246
H -1.378 2.694 0.748
H -2.582 -0.068 1.193
H -1.209 -2.799 -3.388
H -1.614 -4.838 -0.796
H -1.294 1.617 4.372

Results
M (g mol⁻¹): 342.719
HOMO level (hartree): -0.2134

Results of the Löwdin charge analysis, in e, for atoms 1 through 2:
1 Zn 0.054
2 P 0.751

=====

Record 10
Entry from OMol25: a structure of composition C28H36F6N8OSbV (wB97M-V/def2-TZVPD).

Atoms and positions in Å:
Sb -1.507 3.170 2.184
V -0.041 0.056 -0.025
F 0.006 3.179 3.292
F -1.520 1.214 2.332
F -2.702 3.197 3.602
F -0.350 2.633 0.684
F -1.282 4.946 1.700
F -2.934 2.983 0.943
O -1.027 -4.610 5.070
N 1.667 0.973 0.804
N -0.431 2.394 -1.640
N -0.665 -1.294 1.455
N 1.757 -1.747 -0.390
N -3.178 -3.871 5.109
N 1.778 0.704 -1.953
N -0.482 -0.980 -1.787
N -2.088 0.577 -0.283
C 2.717 1.530 2.892
C 1.641 1.100 2.145
C -2.345 -2.689 2.452
C 0.364 2.543 -2.704
C 1.160 1.338 -3.130
C 0.092 -1.507 2.552
C -1.371 -2.165 -1.992
C 1.797 -2.887 0.325
C -1.109 3.470 -1.229
C 3.637 -2.576 -1.616
C 3.902 1.805 0.848
C -1.903 -3.874 4.676
C -3.615 -0.911 -1.683
C -2.719 -1.773 -2.570
C 2.764 1.412 0.168
C -3.095 0.488 -1.385
C -1.041 4.706 -1.849
C -1.866 -1.890 1.433
C 2.580 -0.464 -2.347
C -0.223 4.846 -2.956
C 3.894 1.845 2.233
C 2.661 -1.617 -1.366
C -0.308 -2.288 3.610
C 2.613 1.689 -1.283
C 0.500 3.743 -3.385
C -1.555 -2.898 3.573
C 2.727 -3.887 0.137
C 3.685 -3.724 -0.853
H 3.603 -0.152 -2.585
H -3.867 -1.432 -0.755
H -2.473 -1.728 0.558
H 0.520 0.602 -3.625
H -3.929 1.126 -1.090
H -2.548 -1.247 -3.516
H 4.769 2.125 0.287
H 1.041 -3.027 1.076
H 1.082 -1.082 2.557
H -4.565 -0.786 -2.205
H 4.436 -4.481 -1.035
H -2.663 0.921 -2.283
H -0.780 -0.216 -2.397
H -3.831 -3.149 4.863
H 4.349 -2.413 -2.415
H 2.099 2.651 -1.335
H -2.573 0.424 0.600
H 1.914 1.649 -3.864
H 2.180 -0.873 -3.280
H -1.858 1.576 -0.214
H -1.742 3.359 -0.355
H 0.708 0.875 2.639
H 0.450 -1.226 -2.091
H -1.480 -2.700 -1.049
H 2.615 1.624 3.963
H 4.772 2.162 2.779
H -0.872 -2.847 -2.681
H -3.251 -2.690 -2.824
H 2.691 -4.772 0.756
H -3.316 -3.153 2.349
H 1.165 3.811 -4.236
H -3.427 -4.510 5.849
H -1.612 5.535 -1.457
H 3.591 1.819 -1.762
H 0.352 -2.454 4.450
H -0.132 5.796 -3.465

Results
Expectation value of S²: 2.015
Relative energy (zero: lowest compared OMol25 entry of this formula, charge and spin) (kJ/mol): 307.8
M (g mol⁻¹): 787.343
HOMO level (alpha / beta) (hartree): -0.5401 / -0.5402
Net charge: +2
Spin multiplicity: 3

Results of the Löwdin charge analysis, in e, for atoms 1 through 2:
1 Sb 1.470
2 V 1.100

=====

Record 11
Entry from OMol25: the molecule C5H7BrN2 (wB97M-V/def2-TZVPD).

Atoms and positions in Å:
Br 2.928 0.363 0.092
N -0.422 -1.089 -1.194
N 0.124 -2.009 -0.626
C -1.418 0.819 0.125
C -0.283 0.200 -0.584
C 1.067 -0.121 0.622
C 0.857 -1.649 0.592
C -0.735 1.558 -1.007
H 1.683 -2.244 0.789
H -1.215 1.090 1.066
H -0.002 -1.799 1.368
H 0.067 2.340 -0.800
H -2.290 0.239 -0.114
H -1.229 1.931 -1.895
H 0.870 0.371 1.564

Results
Expectation value of S²: 2.009
Relative energy (zero: lowest compared OMol25 entry of this formula, charge and spin) (kJ/mol): 135.2
M (g mol⁻¹): 175.029
HOMO level (alpha / beta) (hartree): -0.2338 / -0.3671
Spin multiplicity: 3

Results of the Löwdin charge analysis, in e, for atoms 1 through 2:
1 Br 0.590
2 N 0.039

=====

Record 12
Entry from OMol25: the molecule C3H7N (wB97M-V/def2-TZVPD).

Atoms and positions in Å:
N 0.334 -0.449 -0.166
C -0.606 0.198 -0.942
C -1.021 -0.415 0.361
C 1.183 0.422 0.604
H 1.716 -0.143 1.391
H 2.000 0.753 0.009
H -1.560 -1.323 0.326
H -0.990 0.394 1.206
H -0.515 1.298 -0.965
H 0.660 1.317 0.864
H -0.986 -0.376 -1.808

Results
Relative energy (zero: lowest compared OMol25 entry of this formula, charge and spin) (kJ/mol): 159.1
M (g mol⁻¹): 57.096
HOMO level (hartree): -0.3327
SMILES string: CN1CC1

Results of the Löwdin charge analysis, in e, for atoms 1 through 2:
1 N -0.209
2 C -0.202

=====

Q: The highest M belongs to which entry?
A: C22H25GeIN3Se3TeV

=====

Q: Which value of M does entry 2 give?
A: 100.004 g mol⁻¹

=====

Q: Which value of M does entry 12 give?
A: 57.096 g mol⁻¹